# 1
Molecular formula: C4H8O3
Method: DFT, the ωB97M-V functional and the def2-TZVPD basis

spin multiplicity	1
LUMO	0.74	eV
SMILES	C[C@@H](O)C=O.C=O
Kohn-Sham gap	11.008	eV
HOMO level	-10.2654	eV

Geometry (Å):
C  -1.86763  0.68754  -0.76057
C  -0.56581  0.24676  -0.08991
O  -0.75575  -0.82110  0.80427
C  0.44987  -0.17502  -1.13426
O  0.78876  -1.33547  -1.23457
H  -1.70574  1.56855  -1.39240
H  -2.59595  0.94650  0.01245
H  -2.28660  -0.11679  -1.37406
H  -0.14338  1.09397  0.46327
H  -0.44343  -1.60934  0.32457
H  0.84199  0.60070  -1.81546
C  2.06984  -0.28110  1.55528
O  2.13111  0.72315  0.88619
H  2.21304  -1.28456  1.11408
H  1.86968  -0.24377  2.64111

Atoms 1-2, force components in eV/Å:
-0.07 0.00 -0.04
0.05 0.15 -0.11

Atom charges from the Mulliken analysis, given in e for atoms 1 to 8: -1.44, 0.22, -0.56, 0.13, -0.52, 0.37, 0.33, 0.33

# 2
Molecular formula: C21H28ClN3NdO2
Method: DFT, the ωB97M-V functional and the def2-TZVPD basis

spin multiplicity	4
LUMO (spin up / spin down)	2.51 / 2.50	eV
expectation value of S²	3.7557
Kohn-Sham gap (spin up / spin down)	4.215 / 4.206	eV
charge	-1
HOMO level (spin up / spin down)	-1.7061 / -1.7013	eV

Geometry (Å):
Nd  -0.06379  0.00107  0.58530
Cl  -0.33761  0.02905  3.26546
N  0.22722  2.15741  0.81703
N  0.16141  -2.16275  0.84391
C  -0.31640  2.89997  -0.23038
C  -0.36870  -2.90069  -0.21207
C  1.08667  2.89078  1.61526
C  1.40101  4.00932  0.67180
C  2.34134  2.19774  2.05014
C  0.26911  3.38704  2.79683
H  2.87833  1.73094  1.23137
H  2.07252  1.33379  2.83696
H  2.97803  2.86648  2.61112
H  -0.59625  3.97988  2.44605
H  0.89254  4.03287  3.42817
H  -0.10791  2.55682  3.40335
C  0.98463  -2.90594  1.67151
C  1.28978  -4.04693  0.75242
C  0.13006  -3.36162  2.84303
C  2.25070  -2.24044  2.11914
H  2.80742  -1.79270  1.30257
H  2.86698  -2.92660  2.68396
H  1.99838  -1.37161  2.90269
H  -0.74422  -3.93546  2.48307
H  -0.23555  -2.51297  3.43106
H  0.72249  -4.01522  3.49600
O  0.16873  -4.05026  -0.19601
H  1.33926  -5.02648  1.24144
H  2.20681  -3.87637  0.14862
O  0.25163  4.03364  -0.24480
H  2.29430  3.80297  0.04463
H  1.49319  4.99357  1.14516
C  -1.38001  2.50600  -1.08732
C  -1.39560  -2.49861  -1.10734
C  -1.23227  -1.18392  -1.85949
H  -2.34363  -2.45279  -0.53091
H  -1.49047  -3.34353  -1.80147
C  -1.06238  0.00448  -1.29553
C  -1.22892  1.19839  -1.85132
H  -1.75443  0.01863  0.85869
C  -1.47879  1.22318  -3.23308
C  -1.55378  0.01484  -3.89658
C  -1.68418  2.49170  -3.98993
C  -1.48262  -1.19786  -3.24097
H  -1.72252  0.01881  -4.97392
C  -1.69208  -2.46055  -4.00658
H  -1.76447  -2.23820  -5.08276
H  -2.62117  -2.97925  -3.72896
H  -0.86810  -3.17357  -3.88150
H  -2.61423  3.00882  -3.71266
H  -1.75281  2.27680  -5.06797
H  -0.86058  3.20381  -3.85695
H  -1.50665  3.35517  -1.76962
H  -2.30428  2.44617  -0.47339
N  1.74455  0.00610  3.48460
C  1.70733  -0.02194  2.12018

Atoms 1-2, force components in eV/Å:
3.52 -0.05 1.01
-7.53 0.10 2.43

Atom charges from the Mulliken analysis, given in e for atoms 1 to 8: 0.15, -0.52, 0.21, 0.20, 0.59, 0.56, 1.80, -1.02

# 3
Molecular formula: C27H56N3O7
Method: DFT, the ωB97M-V functional and the def2-TZVPD basis

spin multiplicity	1
LUMO	-6.26	eV
Kohn-Sham gap	1.684	eV
charge	+1
HOMO level	-7.9446	eV

Geometry (Å):
C  -4.47990  3.37333  4.48168
C  -3.86256  3.70036  3.10616
C  -2.51263  4.33746  3.28732
C  -1.58739  4.31851  2.06227
C  -1.33221  2.97914  1.57195
C  -2.67689  2.27176  1.13884
N  -3.64283  2.42568  2.33170
O  -4.78475  1.67100  2.11421
C  -2.33989  0.76150  0.92068
C  -3.26428  2.77087  -0.18134
C  -4.90063  4.59893  2.30798
H  -5.50253  3.00991  4.38046
H  -4.69835  4.26826  5.06433
H  -3.95003  2.63633  5.08515
H  -1.98431  3.69022  3.98736
H  -2.66071  5.27385  3.82523
H  -0.68502  4.92579  2.13331
H  -1.91984  4.98899  1.26979
H  -0.82982  2.37871  2.33037
H  -0.57744  3.00744  0.78606
H  -3.20465  0.10604  0.81736
H  -1.75082  0.25104  1.68261
H  -1.81454  0.63859  -0.02644
H  -3.60066  3.79858  -0.04440
H  -4.08677  2.07928  -0.36379
H  -2.59181  2.69236  -1.03558
H  -5.32456  5.29800  3.02887
H  -5.70926  4.06859  1.80503
H  -4.46902  5.37954  1.68151
C  6.50149  0.26804  2.20151
C  5.03094  -0.16645  1.90751
C  4.20407  -0.50593  3.24681
N  2.63732  -0.61740  3.12669
C  2.08858  0.84620  3.13803
C  1.93647  -1.47788  4.28234
C  0.78379  -2.22303  3.72807
C  0.83535  -1.94585  2.18327
C  2.13888  -1.34643  1.88717
H  6.54649  0.96275  3.04022
H  7.08027  0.59540  1.33782
H  6.99685  -0.63427  2.56006
H  4.89498  -0.99737  1.21529
H  4.51314  0.65289  1.40883
H  4.37932  0.30454  3.95429
H  4.60459  -1.34442  3.81658
H  1.07354  0.82278  2.74148
H  2.56840  1.45899  2.37491
H  2.10580  1.36770  4.09503
H  1.69236  -0.88305  5.16251
H  2.67731  -2.23067  4.55168
H  -0.14934  -1.85702  4.15633
H  0.69879  -3.30291  3.84954
H  -0.00622  -1.41196  1.74186
H  0.79754  -2.88065  1.62396
H  2.11139  -0.61675  1.07791
H  2.82079  -2.15319  1.61838
C  -0.21189  -4.61519  -8.16322
C  0.05567  -3.88299  -6.83693
C  -1.13617  -3.86797  -5.81064
N  -0.67008  -3.34981  -4.48135
C  -0.31913  -1.82179  -4.56436
C  0.47355  -4.17255  -3.84147
C  0.37018  -4.09519  -2.31522
C  -1.03869  -3.48621  -2.08244
C  -1.70213  -3.59325  -3.38215
H  -0.47601  -5.66099  -8.00622
H  0.67369  -4.62639  -8.79861
H  -0.98077  -4.18208  -8.80301
H  0.10940  -2.84536  -7.16639
H  0.97907  -4.14385  -6.31984
H  -1.50825  -4.89152  -5.76583
H  -1.97094  -3.24703  -6.13574
H  0.60363  -1.89431  -5.13998
H  -0.20290  -1.45019  -3.54627
H  -1.05820  -1.31896  -5.18808
H  1.39864  -3.88726  -4.34240
H  0.15104  -5.17014  -4.13961
H  1.19456  -3.55357  -1.85140
H  0.33959  -5.11009  -1.91879
H  -1.28645  -2.48791  -1.72175
H  -1.46849  -4.08107  -1.27651
H  -2.59387  -2.98432  -3.53088
H  -2.11946  -4.58199  -3.57277
O  3.61971  3.24878  0.15200
C  3.62205  4.60243  0.05682
O  4.68325  5.21097  0.35384
O  2.60057  5.21671  -0.24306
H  2.77449  2.90768  -0.14939
O  1.43082  1.83316  -0.92396
C  0.83777  0.78823  -1.32140
O  1.27295  -0.42435  -1.16315
O  -0.13308  1.05484  -2.01702
H  0.86707  2.17937  -1.61961

Atoms 1-2, force components in eV/Å:
-1.14 -0.31 -0.15
-0.86 -0.05 -0.02

Atom charges from the Mulliken analysis, given in e for atoms 1 to 8: -1.77, 1.51, -1.37, -1.11, -0.47, 1.64, 0.57, -0.36

# 4
Molecular formula: C24H21F6N4O2OsS5
Method: DFT, the ωB97M-V functional and the def2-TZVPD basis

spin multiplicity	5
LUMO (spin up / spin down)	-2.98 / -5.63	eV
expectation value of S²	6.0636
Kohn-Sham gap (spin up / spin down)	8.256 / 5.479	eV
charge	+1
HOMO level (spin up / spin down)	-11.2365 / -11.1114	eV

Geometry (Å):
Os  -0.23100  -0.32808  -0.38167
C  3.03269  1.58941  -0.77739
C  1.74938  2.32168  -0.60172
N  0.56910  1.76414  -0.51370
C  -0.44073  2.69615  -0.34734
C  -0.01290  3.98007  -0.31049
S  1.68584  4.02885  -0.49392
C  -1.80853  2.19370  -0.25708
C  -2.96589  2.89336  -0.21538
S  -4.29356  1.81907  -0.21298
C  -3.25501  0.47423  -0.26795
N  -1.98332  0.81655  -0.26016
C  -3.78087  -0.91305  -0.38703
H  2.83291  0.52804  -0.89495
H  3.67463  1.73795  0.09195
H  3.56313  1.95971  -1.65548
H  -0.59584  4.87672  -0.18376
H  -3.10071  3.96132  -0.19754
H  -4.85985  -0.92907  -0.24935
H  -3.31512  -1.56817  0.34624
H  -3.55105  -1.30361  -1.38008
S  -0.87389  -1.85292  1.28740
C  -1.13216  -0.75169  2.58964
S  -0.54733  0.80369  2.58072
C  -1.84991  -1.23845  3.73536
C  -2.38873  -2.54627  3.75206
N  -2.84594  -3.60467  3.75310
C  -2.05874  -0.42622  4.87365
N  -2.24168  0.23835  5.79716
C  2.41288  -2.95278  0.47589
C  1.94030  -2.49856  -0.90235
O  1.46862  -1.18775  -0.90143
C  0.87699  -3.48681  -1.46494
F  1.42352  -4.54370  -2.06176
F  0.07427  -3.94537  -0.49716
F  0.07039  -2.88479  -2.36576
C  3.16914  -2.48869  -1.85047
F  2.82070  -2.28922  -3.13389
F  3.99449  -1.48655  -1.51136
F  3.87352  -3.61791  -1.79069
H  1.60321  -2.84261  1.19074
H  3.24885  -2.32698  0.78365
H  2.73682  -3.99223  0.46320
C  3.30929  5.06892  -4.41016
C  2.58957  3.76465  -4.22103
C  1.23116  3.73609  -3.89931
C  0.56449  2.53798  -3.71177
C  1.27061  1.35069  -3.84619
C  2.62556  1.34709  -4.14836
C  3.27358  2.55663  -4.34460
S  0.49544  -0.21164  -3.55387
C  -0.49239  -0.42149  -5.02433
O  -0.57746  0.11906  -2.49237
H  2.61021  5.89428  -4.53152
H  3.95613  5.03469  -5.28620
H  3.94150  5.28777  -3.54740
H  0.69003  4.66937  -3.80062
H  -0.48523  2.51961  -3.44571
H  3.16745  0.41110  -4.22006
H  4.32864  2.56297  -4.58964
H  -1.15920  0.43025  -5.14361
H  -1.05049  -1.34723  -4.89681
H  0.18666  -0.50738  -5.87196

Atoms 1-2, force components in eV/Å:
-0.09 -0.04 -0.01
0.02 0.03 0.06

Atom charges from the Mulliken analysis, given in e for atoms 1 to 8: 1.14, -0.68, 0.42, 0.31, -0.68, -0.25, -0.18, 0.01

no.,DFT total energy (a.u.)
1,-382.8871
2,-2152.8830
3,-1752.7463
4,-3977.2357